No. 1
ORCA calculation (wB97M-V/def2-TZVPD) on the molecule C3H5N3O.

## Properties
orbital gap: 0.37621 Ha
HOMO: -9.8 eV
SMILES: N[C@@H]1N=CC(O)=N1
energy above the lowest of the compared OMol25 structures with the same formula, charge and spin: 27.8 kcal/mol

Geometry (Å):
1 N -0.24 1.40 1.58
2 C 0.07 0.13 0.97
3 N -1.00 -0.32 0.10
4 C -0.40 -0.72 -0.95
5 O -0.97 -1.27 -2.03
6 C 1.06 -0.51 -0.87
7 N 1.35 0.06 0.23
8 H -0.76 1.98 0.94
9 H 0.61 1.88 1.85
10 H -1.93 -1.27 -1.86
11 H 1.78 -0.80 -1.63
12 H 0.21 -0.62 1.76



No. 2
ORCA calculation (wB97M-V/def2-TZVPD) on a cluster of 2 separate species, C2H11N8OS in total in a non-equilibrium geometry.

## Properties
orbital gap: 0.31830 Ha
HOMO: -11.7 eV
energy above the lowest of the compared OMol25 structures with the same formula, charge and spin: 0.0 kcal/mol
net charge: +1

Geometry (Å):
1 C -1.50 1.46 -0.56
2 C 2.59 0.35 0.34
3 N -1.60 2.58 -1.33
4 N 2.72 0.48 1.68
5 N -2.09 -2.52 0.33
6 N -2.71 0.68 -0.53
7 N 1.67 -0.55 -0.07
8 N -2.67 -0.67 -0.40
9 N -1.78 -1.27 0.25
10 N 0.89 -1.33 0.73
11 O -0.41 0.97 -0.21
12 S 3.62 1.12 -0.81
13 H -2.57 2.68 -1.65
14 H -0.91 3.23 -1.60
15 H 2.33 -0.25 2.18
16 H 3.28 1.11 2.11
17 H -1.37 -3.20 0.48
18 H -2.93 -3.01 0.15
19 H -3.33 0.96 -1.27
20 H 1.37 -0.66 -1.04
21 H -0.03 -0.94 1.00
22 H 0.79 -2.19 0.24
23 H 4.65 0.95 -0.01



No. 3
ORCA calculation (wB97M-V/def2-TZVPD) on a structure of composition C17H53F4N13O12P2V2 in a non-equilibrium geometry.

## Properties
orbital gap (alpha / beta): 0.27925 / 0.30941 Ha
HOMO (alpha / beta): -12.4 / -13.3 eV
2S+1: 7
energy above the lowest of the compared OMol25 structures with the same formula, charge and spin: 8.9 kcal/mol
net charge: +2

Geometry (Å):
1 V 15.25 4.75 11.34
2 V 13.67 7.38 6.57
3 O 14.79 5.58 7.14
4 P 15.40 4.36 7.90
5 O 15.67 4.42 9.35
6 F 16.83 4.02 7.20
7 F 14.50 3.01 7.78
8 O 12.98 7.40 8.49
9 P 12.96 7.17 10.00
10 O 13.92 6.13 10.54
11 F 11.39 7.01 10.67
12 F 13.50 8.60 10.61
13 C 16.50 8.94 8.10
14 O 15.76 8.04 7.85
15 N 17.67 9.17 7.60
16 N 16.05 9.85 8.92
17 H 18.20 9.93 8.00
18 H 17.93 8.59 6.81
19 H 15.21 9.61 9.42
20 H 16.55 10.71 9.11
21 C 17.48 2.42 11.69
22 O 16.60 3.13 11.66
23 N 17.95 2.00 12.82
24 N 18.12 2.07 10.61
25 H 18.66 1.28 12.93
26 H 17.47 2.23 13.68
27 H 17.90 2.54 9.75
28 H 18.70 1.25 10.63
29 C 11.66 4.56 5.77
30 O 12.33 5.55 6.22
31 N 12.10 3.31 5.82
32 N 10.47 4.70 5.40
33 H 11.31 2.69 5.89
34 H 13.00 3.22 6.27
35 H 10.02 3.91 4.96
36 H 10.00 5.59 5.54
37 C 12.69 2.75 10.59
38 O 13.65 3.26 11.07
39 N 12.55 2.67 9.29
40 N 11.69 2.21 11.19
41 H 11.62 2.54 8.91
42 H 13.34 2.96 8.73
43 H 11.83 2.25 12.19
44 H 10.81 2.04 10.72
45 C 16.48 3.19 4.11
46 O 16.10 4.35 4.22
47 N 16.68 2.66 2.99
48 N 16.63 2.40 5.07
49 H 16.38 3.21 2.20
50 H 17.20 1.82 2.80
51 H 16.65 2.73 6.03
52 H 16.86 1.43 4.93
53 C 20.13 2.26 6.75
54 C 20.26 3.62 7.41
55 C 20.04 4.68 6.34
56 O 20.06 6.01 6.89
57 C 19.62 6.98 5.95
58 N 19.17 3.74 8.44
59 H 20.77 2.09 5.89
60 H 19.11 2.08 6.40
61 H 20.46 1.45 7.40
62 H 21.25 3.70 7.86
63 H 19.01 4.44 6.05
64 H 20.68 4.63 5.47
65 H 18.54 6.94 5.80
66 H 20.07 6.95 4.96
67 H 19.61 8.00 6.36
68 H 19.13 4.67 8.83
69 H 18.36 3.66 7.85
70 C 17.79 -0.31 7.48
71 C 16.36 -1.04 7.62
72 C 15.68 -0.59 8.84
73 O 16.58 -1.12 9.89
74 C 15.92 -1.23 11.12
75 N 15.63 -0.80 6.34
76 H 18.33 -0.37 8.42
77 H 17.66 0.76 7.34
78 H 18.49 -0.87 6.86
79 H 16.53 -2.12 7.65
80 H 14.68 -1.04 8.83
81 H 15.49 0.48 8.77
82 H 15.61 -0.29 11.57
83 H 16.59 -1.72 11.83
84 H 15.07 -1.88 10.91
85 H 16.20 -1.01 5.54
86 H 14.82 -1.40 6.37
87 C 16.32 7.77 3.07
88 C 15.61 7.89 4.37
89 C 14.93 9.27 4.46
90 O 14.14 9.39 5.67
91 C 13.76 10.68 5.97
92 N 14.59 6.85 4.59
93 H 16.74 6.78 2.94
94 H 17.03 8.59 2.94
95 H 15.53 7.87 2.32
96 H 16.32 7.55 5.12
97 H 14.36 9.57 3.58
98 H 15.77 9.97 4.44
99 H 13.37 10.81 6.98
100 H 13.23 11.18 5.16
101 H 14.71 11.21 6.09
102 H 13.95 6.89 3.81
103 H 15.15 6.06 4.30



No. 4
ORCA calculation (wB97M-V/def2-TZVPD) on a structure of composition C18H20ClNO11P2RuS2 in a non-equilibrium geometry.

## Properties
orbital gap (alpha / beta): 0.25904 / 0.23698 Ha
HOMO (alpha / beta): -4.7 / -4.6 eV
2S+1: 2
energy above the lowest of the compared OMol25 structures with the same formula, charge and spin: 17.0 kcal/mol
net charge: -1

Geometry (Å):
1 Ru -0.63 -0.23 1.04
2 C -1.04 4.51 1.27
3 C -0.05 3.75 0.39
4 O 0.75 4.73 -0.29
5 P 1.13 2.70 1.38
6 O 1.12 3.28 2.84
7 O 2.54 3.11 0.79
8 O 1.01 1.22 1.32
9 P -0.84 2.70 -0.92
10 O -2.23 3.45 -1.28
11 O 0.09 2.86 -2.08
12 O -1.22 1.33 -0.40
13 H -0.50 5.14 1.97
14 H -1.68 3.84 1.82
15 H -1.64 5.14 0.62
16 H 0.85 4.36 -1.20
17 H 0.52 2.80 3.47
18 H 2.53 4.05 0.54
19 H -2.94 3.08 -0.73
20 C 1.38 -0.14 -1.55
21 C 0.15 -0.96 -1.74
22 C 0.00 -1.54 -3.03
23 C -1.06 -2.32 -3.32
24 C -2.05 -2.54 -2.34
25 C -3.19 -3.34 -2.57
26 C -4.12 -3.49 -1.57
27 C -3.95 -2.85 -0.34
28 C -2.85 -2.06 -0.09
29 S -2.61 -1.21 1.38
30 C -1.87 -1.93 -1.09
31 N -0.75 -1.16 -0.79
32 H 2.25 -0.74 -1.80
33 H 1.49 0.23 -0.54
34 H 1.32 0.72 -2.21
35 H 0.77 -1.34 -3.76
36 H -1.18 -2.77 -4.30
37 H -3.32 -3.81 -3.53
38 H -5.00 -4.11 -1.74
39 H -4.70 -2.96 0.44
40 O -2.90 1.13 4.41
41 Cl -1.65 1.22 3.73
42 O -0.74 2.08 4.48
43 O -1.04 -0.09 3.55
44 O -1.80 1.77 2.39
45 S 0.54 -2.07 1.83
46 C 2.10 -2.24 1.01
47 C 3.02 -1.20 0.87
48 C 4.24 -1.42 0.26
49 C 4.59 -2.69 -0.20
50 C 3.70 -3.73 -0.02
51 C 2.46 -3.51 0.57
52 H 2.77 -0.22 1.26
53 H 4.94 -0.59 0.14
54 H 5.55 -2.86 -0.67
55 H 3.96 -4.73 -0.36
56 H 1.76 -4.33 0.69



No. 5
ORCA calculation (wB97M-V/def2-TZVPD) on the ion C2H6O4PS with charge -1 in a non-equilibrium geometry.

## Properties
orbital gap: 0.32137 Ha
HOMO: -5.0 eV
SMILES: C[P@@](=O)([O-])S(C)(=O)=O
energy above the lowest of the compared OMol25 structures with the same formula, charge and spin: 8.3 kcal/mol
net charge: -1

Geometry (Å):
1 C 0.13 2.25 -0.14
2 C 0.07 -2.23 0.13
3 O -1.16 0.36 -1.90
4 O 1.36 0.18 -1.50
5 O 0.77 -0.28 1.78
6 O -1.58 -0.64 1.35
7 P 0.01 0.66 -1.07
8 S -0.26 -0.52 0.80
9 H 0.48 1.84 0.93
10 H 0.85 2.89 -0.46
11 H -0.95 2.82 -0.14
12 H -0.97 -2.51 -0.39
13 H 0.95 -2.02 -0.42
14 H 0.30 -2.79 1.04



No. 6
ORCA calculation (wB97M-V/def2-TZVPD) on a structure of composition C53H68N2O3PPt in a non-equilibrium geometry.

## Properties
orbital gap (alpha / beta): 0.20804 / 0.14185 Ha
HOMO (alpha / beta): -7.6 / -9.3 eV
2S+1: 5
net charge: +1

Geometry (Å):
1 Pt 0.10 -0.29 0.03
2 C -2.09 1.19 2.08
3 N -2.11 0.78 0.69
4 C -3.26 -0.08 0.44
5 C -2.10 1.93 -0.20
6 C -1.66 1.56 -1.62
7 N -0.26 1.11 -1.67
8 C 0.03 0.34 -2.88
9 C -0.81 -0.89 -3.19
10 C -1.18 -1.08 -4.50
11 C -1.85 -2.23 -4.95
12 C -2.18 -3.18 -3.98
13 C -1.86 -3.05 -2.65
14 C -1.14 -1.89 -2.21
15 O -0.84 -1.80 -0.97
16 C -2.30 -4.11 -1.64
17 C -3.29 -3.46 -0.66
18 C -1.11 -4.66 -0.85
19 C -3.00 -5.28 -2.32
20 C -2.14 -2.43 -6.42
21 C -2.92 -3.72 -6.71
22 C -0.81 -2.51 -7.18
23 C -2.96 -1.25 -6.98
24 C 0.66 2.26 -1.56
25 C 1.95 2.11 -0.78
26 C 3.11 2.58 -1.37
27 C 4.27 2.82 -0.63
28 C 4.18 2.67 0.76
29 C 3.05 2.20 1.41
30 C 1.93 1.82 0.62
31 O 0.91 1.23 1.16
32 C 2.97 2.13 2.93
33 C 4.32 2.44 3.60
34 C 2.54 0.75 3.42
35 C 1.94 3.18 3.38
36 C 5.51 3.33 -1.32
37 C 6.73 3.35 -0.39
38 C 5.24 4.77 -1.80
39 C 5.84 2.45 -2.53
40 H -2.95 1.82 2.33
41 H -1.17 1.74 2.28
42 H -2.10 0.31 2.71
43 H -4.20 0.47 0.55
44 H -3.25 -0.90 1.15
45 H -3.22 -0.49 -0.57
46 H -1.40 2.67 0.22
47 H -3.09 2.41 -0.26
48 H -1.80 2.42 -2.28
49 H -2.29 0.75 -2.00
50 H 1.09 0.04 -2.80
51 H -0.05 1.00 -3.76
52 H -0.92 -0.31 -5.22
53 H -2.70 -4.05 -4.30
54 H -2.76 -2.77 0.00
55 H -3.75 -4.23 -0.04
56 H -4.08 -2.93 -1.19
57 H -0.59 -3.87 -0.30
58 H -0.41 -5.15 -1.51
59 H -1.47 -5.39 -0.12
60 H -3.91 -4.96 -2.83
61 H -3.28 -6.02 -1.57
62 H -2.34 -5.77 -3.04
63 H -2.36 -4.60 -6.40
64 H -3.10 -3.80 -7.78
65 H -3.89 -3.71 -6.21
66 H -0.22 -3.36 -6.85
67 H -0.21 -1.61 -7.04
68 H -1.00 -2.62 -8.24
69 H -3.89 -1.14 -6.45
70 H -3.18 -1.44 -8.03
71 H -2.40 -0.31 -6.93
72 H 0.11 3.07 -1.08
73 H 0.92 2.60 -2.57
74 H 3.10 2.80 -2.43
75 H 5.03 2.93 1.35
76 H 5.09 1.75 3.26
77 H 4.22 2.31 4.67
78 H 4.64 3.46 3.42
79 H 3.23 -0.02 3.08
80 H 1.54 0.50 3.07
81 H 2.53 0.73 4.51
82 H 2.25 4.18 3.09
83 H 1.81 3.14 4.46
84 H 0.97 2.97 2.92
85 H 6.61 4.09 0.40
86 H 7.62 3.61 -0.95
87 H 6.88 2.37 0.06
88 H 4.97 5.41 -0.96
89 H 4.43 4.80 -2.52
90 H 6.13 5.18 -2.26
91 H 5.94 1.41 -2.22
92 H 6.79 2.76 -2.96
93 H 5.08 2.51 -3.30
94 O -1.03 -1.69 2.07
95 C 0.12 -1.65 1.70
96 C 1.35 -2.15 2.07
97 C 1.41 -2.73 3.38
98 C 2.59 -3.20 3.87
99 C 3.77 -3.14 3.12
100 C 3.73 -2.64 1.83
101 C 2.55 -2.14 1.28
102 P 2.44 -1.53 -0.42
103 C 2.11 -3.04 -1.41
104 C 2.30 -4.32 -0.90
105 C 2.15 -5.42 -1.72
106 C 1.79 -5.26 -3.05
107 C 1.59 -3.99 -3.56
108 C 1.75 -2.89 -2.74
109 C 4.20 -1.27 -0.88
110 C 5.04 -0.56 -0.03
111 C 6.40 -0.50 -0.28
112 C 6.93 -1.10 -1.41
113 C 6.10 -1.76 -2.29
114 C 4.74 -1.84 -2.04
115 H 0.50 -2.74 3.96
116 H 2.62 -3.62 4.87
117 H 4.70 -3.48 3.53
118 H 4.63 -2.63 1.24
119 H 2.57 -4.46 0.14
120 H 2.33 -6.40 -1.32
121 H 1.67 -6.12 -3.69
122 H 1.33 -3.85 -4.60
123 H 1.64 -1.89 -3.16
124 H 4.63 -0.09 0.86
125 H 7.05 0.01 0.41
126 H 7.99 -1.05 -1.60
127 H 6.50 -2.24 -3.17
128 H 4.11 -2.39 -2.72